Density functional theory data (ωB97M-V/def2-TZVPD) for 14 unconnected molecules or ions with the total composition C56H112O28S14 at a distorted geometry.

Structure (XYZ):
```
210
Properties=species:S:1:pos:R:3
C 21.87134 13.21560 15.16872
C 22.76099 12.97651 13.92049
C 22.82143 14.26720 13.15447
S 21.09370 14.81239 13.18782
O 20.43023 14.00077 12.18129
O 21.05399 16.25424 13.30783
C 20.61179 13.91465 14.74749
H 22.35134 13.93242 15.85298
H 21.72470 12.29060 15.73787
H 22.32448 12.18771 13.28755
H 23.80894 12.65136 14.07146
H 23.01326 14.07349 12.09388
H 23.38574 15.07157 13.61613
H 19.80016 13.21296 14.46994
H 20.23631 14.51621 15.55929
C 11.17293 16.61059 9.74089
C 11.38292 18.14717 9.94198
C 12.14393 18.37981 11.29625
S 11.82592 16.85263 12.24824
O 11.11270 17.04141 13.49513
O 13.03643 16.04297 12.11914
C 10.68005 16.03587 11.09471
H 12.08198 16.02376 9.58404
H 10.53778 16.45867 8.87182
H 10.39339 18.59598 9.94041
H 11.94416 18.55505 9.09621
H 11.80891 19.23706 11.88225
H 13.23332 18.41781 11.18652
H 9.67536 16.36892 11.33756
H 10.73896 14.94677 11.11343
C 19.76884 9.43942 17.74896
C 21.00174 9.91548 18.53341
C 20.95356 11.46111 18.79328
S 19.17387 11.85519 18.53249
O 19.15727 12.32982 17.13244
O 18.56144 12.47154 19.68972
C 18.49987 10.16605 18.37440
H 19.67784 8.35540 17.84126
H 19.77967 9.68173 16.68318
H 21.89110 9.52854 18.02104
H 20.95015 9.40837 19.49577
H 21.48729 12.09239 18.09568
H 21.26190 11.65998 19.81473
H 17.64409 10.24674 17.69974
H 18.17751 9.68642 19.30689
C 14.48567 13.84335 21.61455
C 15.50763 13.75610 20.52134
C 14.96047 12.72731 19.41482
S 13.65494 11.74121 20.34967
O 13.89337 10.30516 20.26873
O 12.37721 12.29044 19.96857
C 14.09313 12.43664 21.94368
H 13.55997 14.37060 21.36736
H 14.90380 14.34024 22.48826
H 16.39658 13.41992 21.03914
H 15.76631 14.68451 20.02534
H 15.69497 12.07009 18.94192
H 14.32316 13.17873 18.65198
H 14.95587 11.84672 22.28539
H 13.29678 12.26780 22.66637
C 10.78667 14.09901 16.24202
C 11.57201 15.34997 16.59927
C 10.48087 16.43469 16.69674
S 9.01385 15.67606 17.45121
O 7.94036 15.84946 16.48406
O 8.90114 15.98477 18.86256
C 9.72892 13.98100 17.28667
H 11.42091 13.21566 16.29292
H 10.36607 14.14151 15.23607
H 12.22457 15.61741 15.78004
H 12.13642 15.22768 17.53947
H 10.18267 16.80436 15.72160
H 10.75852 17.24483 17.37742
H 8.89946 13.32224 17.03937
H 10.14073 13.66781 18.23326
C 20.37331 15.42665 19.99026
C 20.65673 15.45735 18.47103
C 21.67358 16.55824 18.21663
S 21.24402 17.82882 19.43072
O 20.67051 18.94442 18.68167
O 22.40743 17.88710 20.31814
C 19.97626 16.83410 20.37484
H 21.29380 15.16799 20.51427
H 19.59100 14.70438 20.25087
H 19.71117 15.65269 17.97271
H 20.99738 14.47612 18.10538
H 21.54814 16.92571 17.20434
H 22.67852 16.17447 18.38545
H 18.94192 16.97536 20.06364
H 20.11074 16.99925 21.44582
C 11.89232 21.55852 15.51286
C 11.62699 20.11127 15.98300
C 12.98803 19.39134 16.09376
S 14.04744 20.12636 14.80246
O 14.19279 19.19535 13.71022
O 15.11138 20.80943 15.51047
C 12.89414 21.46581 14.29531
H 12.34217 22.17369 16.29389
H 10.97374 22.07092 15.21904
H 11.00309 19.52420 15.30507
H 11.07695 20.16348 16.92358
H 13.01023 18.31456 15.91845
H 13.52812 19.64712 17.00395
H 12.44657 21.06097 13.38517
H 13.48077 22.36545 14.15090
C 11.40595 9.54412 15.40463
C 11.87814 8.12635 15.82532
C 13.11509 8.36288 16.75540
S 13.91459 9.89010 16.05011
O 15.09913 9.54853 15.24880
O 13.87662 10.92152 17.06072
C 12.60566 10.25533 14.76638
H 10.99915 10.14682 16.22231
H 10.63606 9.45984 14.63012
H 12.32746 7.61326 14.96282
H 11.09907 7.48226 16.23202
H 13.84865 7.56581 16.64710
H 12.82204 8.53638 17.78596
H 12.87396 9.80518 13.80104
H 12.44728 11.31927 14.60933
C 18.72106 11.35844 12.54495
C 18.09381 10.75992 11.24572
C 18.49714 9.28858 11.13529
S 19.04379 8.82131 12.92005
O 20.52697 8.93765 12.88187
O 18.28210 7.69418 13.39972
C 18.37465 10.36914 13.63911
H 18.26097 12.33022 12.69359
H 19.78581 11.51303 12.36432
H 18.39043 11.33334 10.35493
H 17.02891 10.88364 11.41584
H 19.35361 9.14434 10.47597
H 17.65972 8.65542 10.84069
H 18.86245 10.54126 14.60414
H 17.33342 10.34883 13.95331
C 18.44495 18.35536 13.86735
C 19.37971 18.59555 15.05772
C 19.35765 20.07946 15.29526
S 19.61284 20.67536 13.58962
O 21.05399 20.86299 13.43512
O 18.65564 21.71528 13.31680
C 19.08895 19.11936 12.71151
H 17.43032 18.72543 13.97736
H 18.42381 17.28052 13.66796
H 20.39003 18.19186 14.89558
H 18.98956 18.06673 15.92992
H 20.09761 20.54400 15.95888
H 18.34193 20.33705 15.60255
H 19.96475 18.64327 12.24799
H 18.41099 19.49882 11.95014
C 14.71764 14.48730 14.29263
C 14.96452 13.37640 15.30953
C 16.45680 13.32494 15.66021
S 17.02641 15.05591 15.40260
O 17.89564 15.00984 14.25932
O 17.44943 15.75625 16.62348
C 15.34767 15.72881 14.94124
H 13.68147 14.65983 13.99288
H 15.26494 14.27754 13.36213
H 14.63332 12.44967 14.83558
H 14.35107 13.53079 16.20023
H 17.00349 12.72475 14.92381
H 16.66604 12.99820 16.69143
H 15.46199 16.58901 14.28642
H 14.91484 16.03766 15.88231
C 16.58276 20.48608 18.49751
C 16.08618 20.38695 19.96716
C 15.04465 19.34509 19.98624
S 15.78013 17.96499 18.99203
O 14.78015 17.41633 18.10644
O 16.54662 17.15616 19.92450
C 16.85394 19.09184 18.01458
H 17.47122 21.09122 18.38623
H 15.81737 20.89556 17.84697
H 15.59253 21.31286 20.28024
H 16.89338 20.15004 20.66776
H 14.08923 19.62350 19.55512
H 14.92793 19.03165 21.01896
H 16.69110 18.97028 16.95185
H 17.86771 18.78188 18.26061
C 17.41454 14.82228 10.29669
C 18.38189 15.97780 10.46993
C 17.88018 17.20468 9.78031
S 16.00693 17.08579 10.04700
O 15.22850 17.29408 8.84274
O 15.76975 17.79815 11.27945
C 15.99046 15.33340 10.51954
H 17.61788 13.95184 10.94904
H 17.52637 14.44563 9.27322
H 19.38911 15.72417 10.13623
H 18.46745 16.29716 11.50974
H 17.93638 17.25383 8.69759
H 18.22892 18.10424 10.29709
H 15.17284 14.87481 9.99083
H 15.65848 15.44612 11.55713
C 13.23019 13.02838 10.59167
C 12.43693 11.78311 10.88677
C 11.19388 11.82436 9.99986
S 11.85108 12.36857 8.40773
O 10.96212 13.38462 7.91708
O 12.23202 11.15493 7.68534
C 13.33615 13.15100 9.03256
H 14.21812 12.94331 11.07132
H 12.70349 13.87019 11.04861
H 12.07179 11.77788 11.91998
H 12.92011 10.80989 10.73147
H 10.48152 12.55028 10.36262
H 10.69463 10.86212 9.91220
H 13.38762 14.15154 8.58820
H 14.24463 12.62308 8.73984
```

The HOMO energy is -0.346 Ha. The value obtained for the total energy is -268906.4041 eV. Its HOMO-LUMO gap is 0.3434 hartree.

Density functional theory data (ωB97M-V/def2-TZVPD) for C6H10O in the gas phase.

Structure (XYZ):
```
17
Properties=species:S:1:pos:R:3
C -1.92036 -0.33315 0.66998
C -1.08798 0.11657 -0.52312
C 0.07876 -0.85861 -0.84497
C 0.98011 0.06150 -0.02795
C 2.40684 0.04214 0.27145
O 1.44397 -0.35166 1.24554
C -0.03670 1.19315 -0.13861
H -1.27026 -0.59865 1.51228
H -2.59500 0.46375 1.00391
H -2.52399 -1.21242 0.41901
H -1.73033 0.37120 -1.37272
H -0.01370 -1.88830 -0.48672
H 0.34159 -0.86255 -1.90855
H 3.03302 -0.76331 -0.11346
H 2.92777 0.97620 0.48457
H 0.18704 1.87629 -0.96495
H -0.22079 1.76786 0.77431
```

The HOMO energy is -0.368 Ha. The value obtained for the total energy is -8429.8219 eV. Its structure (SMILES) is C[C@H]1C[C@]2(CO2)C1. Its HOMO-LUMO gap is 0.4074 hartree.

Density functional theory data (ωB97M-V/def2-TZVPD) for C12H12 in the gas phase at a distorted geometry.

Structure (XYZ):
```
24
Properties=species:S:1:pos:R:3
C -3.37518 0.45480 0.09280
C -2.65884 -0.18702 1.16591
C -2.57826 0.71207 -1.00942
C -1.25579 -0.32230 1.17701
C -1.25756 0.46710 -1.08334
C -0.61786 -0.06186 -0.00441
C 2.91579 0.34008 0.16384
C 1.16531 1.71367 0.56717
C 0.82745 -0.36031 -0.17106
C 1.65878 0.23180 0.91026
C 1.65559 0.85492 -0.54377
C 1.03948 -1.79291 -0.62079
H -4.44011 0.74833 0.12265
H -3.27003 -0.47844 2.03725
H -3.16808 1.21539 -1.88865
H -0.71626 -0.79016 2.09179
H -0.64864 0.55100 -2.06552
H 3.70940 1.08157 0.38052
H 3.34891 -0.53769 -0.30240
H 0.10034 1.86575 0.54355
H 1.90250 2.43089 0.97208
H 1.96346 -2.33098 -0.49627
H 0.93875 -1.65597 -1.79042
H 0.13292 -2.27208 -0.21440
```

The HOMO energy (alpha / beta) is -0.179 / -0.346 Ha. As for the spin multiplicity: 3. The value obtained for the total energy is -12629.6356 eV. Its HOMO-LUMO gap (alpha / beta) is 0.2159 / 0.2495 hartree.